Entry 1
Formula: C6H11FO
Source: the OMol25 dataset
Level of theory: ωB97M-V with the def2-TZVPD basis set

Summary:
HOMO-LUMO gap: 0.393 Ha
Total charge: 0

Element x y z (Å)
F -0.14702 -1.25382 2.10716
O -0.45482 1.48474 1.89885
C -0.61098 -1.55368 0.90347
C -0.08415 -1.13962 -0.11451
C 0.47336 1.32121 -0.34054
C -0.05360 -1.59862 -1.56561
C -0.81315 1.91967 0.51934
C 1.08210 -0.03304 -0.04396
H 2.08295 -0.45909 -0.53347
H -0.36366 -0.85256 -2.14291
H -1.81285 1.46203 0.15880
H -0.84279 3.07689 0.52230
H 1.15161 -1.89113 -1.61784
H -0.57346 0.61986 1.94373
H 0.14952 1.54945 -1.35598
H -1.24948 -2.38102 0.93792
H 1.39513 1.98586 -0.21074
H 1.45319 0.06074 0.82418
H -0.78191 -2.31787 -1.89017


Entry 2
Formula: C6H11FO
Source: the OMol25 dataset
Level of theory: ωB97M-V with the def2-TZVPD basis set

Summary:
HOMO-LUMO gap (spin up / spin down): 0.335 / 0.283 Ha
Total charge: 0

Element x y z (Å)
F -0.85365 1.60596 -0.39603
O 2.46864 0.39598 -0.05735
C 2.40862 0.80983 -1.36375
C -1.32591 0.38871 0.04425
C 1.55971 -0.39487 0.50228
C -1.74198 0.47425 1.43967
C 1.60402 -1.54810 1.22521
C -1.98739 -0.39448 -0.97370
H -1.97535 -0.51500 1.93675
H -2.92032 0.08600 -1.33094
H 2.95454 1.80341 -1.44521
H -2.32998 -1.39263 -0.45738
H 0.61853 -1.87673 1.50251
H -1.31918 -0.61203 -1.84991
H 2.64257 0.04330 -2.10588
H -1.03417 0.96022 2.12885
H 2.52701 -1.91861 1.72040
H 1.44978 1.18862 -1.81588
H -2.74548 0.89619 1.29613


It is entry 1 that is most stable; the runner-up trails by 0.0520 hartree.


Entry 1
Formula: C5H5FS2
Source: the OMol25 dataset
Level of theory: ωB97M-V with the def2-TZVPD basis set

Summary:
HOMO-LUMO gap: 0.290 Ha
Total charge: 0

Element x y z (Å)
S 2.50438 -0.44278 -0.87405
S 1.53867 2.32640 0.06213
F -3.29009 0.92292 -0.79188
C 1.40455 0.69081 0.00430
C 0.18333 -0.00723 0.31151
C -2.29619 0.05282 -0.32192
C 0.24349 -1.31428 0.69294
C -1.07326 0.62235 -0.00566
H -0.92755 1.71568 -0.02639
H -0.58010 -1.87975 1.18711
H 3.72390 0.25197 -0.64308
H -2.55901 -1.10775 -0.40418
H 1.12788 -1.83115 0.80915


Entry 2
Formula: C5H5FS2
Source: the OMol25 dataset
Level of theory: ωB97M-V with the def2-TZVPD basis set

Summary:
HOMO-LUMO gap: 0.363 Ha
Total charge: 0

Element x y z (Å)
S 1.46682 -1.47927 -1.86644
S 0.09786 -2.16361 1.43656
F 1.22492 0.64413 0.62269
C -0.65123 1.45539 0.14320
C 0.12751 0.25557 -0.03583
C 0.03653 -0.64322 -1.18415
C -0.59477 -1.07644 0.10042
C -1.07317 2.62890 0.57617
H 0.92514 -0.93045 1.87487
H -1.72230 -1.00253 0.20346
H 2.45203 -0.92828 -1.05192
H -1.60158 3.46862 1.05728
H -0.68776 -0.22882 -1.87631


It is entry 1 that is most stable; the runner-up trails by 0.0867 hartree.


Entry 1
Formula: C5H8N3
Source: the OMol25 dataset
Level of theory: ωB97M-V with the def2-TZVPD basis set

Summary:
HOMO-LUMO gap: 0.300 Ha
Total charge: +1

Element x y z (Å)
N -1.03343 1.11512 -0.12390
N -1.08698 0.07840 0.53106
N 0.77747 -2.23061 -0.14548
C -0.45228 1.46211 -1.24223
C 0.87527 1.15974 -1.48445
C 1.55498 0.05076 -0.93079
C 1.05955 -1.01673 -0.34390
C -1.44274 0.16984 1.91112
H 0.48559 -2.57646 0.76499
H 2.64394 0.07289 -0.96386
H -0.96961 1.01566 2.41772
H -0.95113 2.24872 -1.78860
H 0.80111 -2.92231 -0.89590
H -2.52519 0.30472 1.98132
H 1.45288 1.83523 -2.09303
H -1.18943 -0.76710 2.40594


Entry 2
Formula: C5H8N3
Source: the OMol25 dataset
Level of theory: ωB97M-V with the def2-TZVPD basis set

Summary:
HOMO-LUMO gap (spin up / spin down): 0.270 / 0.270 Ha
Total charge: +1

Element x y z (Å)
N -0.52734 1.23793 0.06585
N -0.02469 -1.18698 0.64734
N 1.17385 -0.38783 0.40426
C -1.35107 0.21884 0.13848
C -2.60198 -0.16271 -0.13338
C 0.76823 1.08799 0.45630
C -3.78393 -0.28388 -0.23285
C 1.93315 -0.99612 -0.78065
H 1.65655 -0.50818 1.31144
H -4.74907 -0.59298 -0.00280
H 1.42755 -0.74979 -1.73698
H 3.04041 -0.73230 -0.72781
H -0.95379 2.05430 -0.38808
H 1.47590 1.81627 0.07832
H 1.76947 -2.09681 -0.74536
H 0.74675 1.28226 1.64591


Entry 3
Formula: C5H8N3
Source: the OMol25 dataset
Level of theory: ωB97M-V with the def2-TZVPD basis set

Summary:
HOMO-LUMO gap: 0.309 Ha
Total charge: +1

Element x y z (Å)
N 2.03618 0.00772 -0.20894
N -1.90109 -1.14440 -0.76827
N -0.82506 2.04917 0.37606
C -1.10037 -0.33468 -0.07236
C 1.33184 -0.95008 0.54141
C -0.03395 -1.07693 0.59994
C 1.49481 1.07028 -0.69233
C -1.36057 0.89658 0.40459
H -0.45390 -1.89062 1.09026
H 2.11992 1.84271 -1.36080
H 3.04434 -0.24100 -0.40082
H 1.87234 -1.95304 0.62542
H -2.64669 -0.76452 -1.42919
H -1.92383 -2.09671 -0.70032
H 0.14982 1.89936 -0.16815
H -1.21199 2.86830 1.05361


It is entry 1 that is most stable; the runner-up trails by 0.0421 hartree.